Entry 1:
The following is a quantum chemistry calculation of 3 unconnected molecules or ions with the total composition C6H13BNO13S3 in a non-equilibrium geometry, from the OMol25 dataset.

**Total charge**: -1

Cartesian coordinates (Å):
1 O 2.03 -0.65 5.07
2 N 2.25 -1.48 4.22
3 O 1.15 -2.22 3.96
4 B 0.17 -1.43 3.13
5 O -0.91 -0.76 3.92
6 C -1.99 -0.74 2.92
7 O -3.29 -0.27 3.33
8 C -1.83 -2.32 2.46
9 S -3.09 -3.04 1.29
10 O -0.43 -2.21 1.99
11 H 0.69 -0.48 2.62
12 H -1.46 -0.15 2.06
13 H -3.59 0.43 2.70
14 H -1.69 -2.81 3.51
15 H -4.28 -3.32 1.96
16 C -1.10 -2.39 -2.76
17 C -0.50 -1.25 -3.58
18 O 0.01 -0.32 -2.62
19 S 0.50 -1.15 -1.30
20 O 1.92 -1.34 -1.40
21 O -0.13 -0.58 -0.15
22 O -0.23 -2.56 -1.65
23 H -2.09 -2.11 -2.38
24 H -1.18 -3.31 -3.34
25 H -1.23 -0.77 -4.23
26 H 0.35 -1.61 -4.18
27 C 2.95 3.56 -1.65
28 C 1.89 4.64 -1.81
29 O 0.68 3.95 -2.11
30 S 0.71 2.50 -1.35
31 O -0.03 2.63 -0.13
32 O 0.44 1.47 -2.32
33 O 2.29 2.48 -0.99
34 H 3.29 3.19 -2.63
35 H 3.81 3.90 -1.07
36 H 2.14 5.35 -2.61
37 H 1.75 5.19 -0.88


Entry 2:
The following is a quantum chemistry calculation of a molecular structure, C5H36NO14 in a non-equilibrium geometry, from the OMol25 dataset.

**Total charge**: -1

Cartesian coordinates (Å):
1 C 0.54 0.02 -0.75
2 N 0.30 -1.36 -0.14
3 C -1.08 -2.27 -0.95
4 O -0.54 -2.69 -2.03
5 C -0.41 1.10 -0.29
6 C -0.24 1.67 1.13
7 C 1.04 2.39 1.40
8 O -1.29 2.70 1.05
9 H 1.64 0.15 -0.68
10 H 0.22 -0.13 -1.79
11 H 1.20 -1.86 -0.18
12 H -1.89 -1.53 -0.98
13 H -1.23 -2.99 -0.13
14 H -1.46 0.78 -0.36
15 H -0.24 1.89 -1.07
16 H -0.59 1.01 1.91
17 H 1.85 1.63 1.43
18 H 1.36 2.91 0.50
19 H 1.01 3.09 2.23
20 H -1.97 2.55 1.72
21 H 3.53 -2.93 1.03
22 H 2.36 -2.20 1.75
23 O 2.76 -2.38 0.87
24 H -0.93 -1.65 -3.30
25 H -1.54 -0.13 -3.56
26 O -0.90 -0.79 -3.77
27 H 0.10 4.56 0.69
28 H 0.89 4.37 -0.57
29 O 0.77 4.99 0.15
30 H -1.03 -1.83 3.92
31 H 0.11 -1.18 0.85
32 O -0.84 -1.61 2.99
33 H 1.30 -3.15 3.60
34 H 0.63 -1.94 3.12
35 O 1.59 -2.31 3.25
36 H -1.85 -0.27 2.39
37 H -3.34 -0.40 2.52
38 O -2.68 0.23 2.18
39 H 1.15 -2.34 -3.94
40 H 1.38 -2.23 -2.48
41 O 1.86 -2.12 -3.33
42 H -2.08 -2.42 2.37
43 H -2.87 -3.00 1.19
44 O -3.01 -2.68 2.08
45 H 1.90 1.90 -3.01
46 H 2.44 2.36 -1.63
47 O 2.07 2.68 -2.46
48 H 0.92 0.36 -4.25
49 H 2.08 -0.46 -3.82
50 O 1.89 0.45 -4.16
51 H 2.22 -0.32 3.77
52 H 0.94 -0.04 3.19
53 O 1.71 0.45 3.51
54 H -3.17 2.78 -0.62
55 H -3.69 1.41 -0.95
56 O -3.74 2.32 -1.26


Entry 3:
The following is a quantum chemistry calculation of C3H7NO2 in the gas phase in a non-equilibrium geometry, from the OMol25 dataset.

**SMILES**: C[C@H](N)C(=O)O
**Total charge**: 0

Cartesian coordinates (Å):
1 C -1.28 -0.84 -0.06
2 C 0.15 -0.33 -0.16
3 N 1.02 -0.81 1.01
4 C 0.41 1.22 -0.36
5 O 0.57 2.04 0.54
6 O 0.78 1.71 -1.54
7 H -1.23 -1.88 -0.18
8 H -1.76 -0.51 1.01
9 H -1.84 -0.39 -0.97
10 H 0.45 -0.62 -1.19
11 H 0.90 -1.80 1.26
12 H 0.63 -0.29 1.74
13 H 1.20 2.50 -1.10


Entry 4:
The following is a quantum chemistry calculation of 2 unconnected molecules or ions with the total composition C19H39ClN4O2 in a non-equilibrium geometry, from the OMol25 dataset.

**Total charge**: 0

Cartesian coordinates (Å):
1 C 2.15 5.22 2.96
2 O 1.33 4.08 3.18
3 C 0.09 4.34 3.81
4 C -1.10 4.33 2.84
5 C -1.43 2.96 2.24
6 C -0.36 2.28 1.41
7 N -0.79 0.94 0.92
8 C 0.11 0.59 -0.02
9 N 0.41 -0.65 -0.37
10 N 0.67 1.70 -0.60
11 C -0.02 2.85 0.03
12 C 0.78 4.13 -0.11
13 C 0.45 4.91 -1.38
14 C 1.42 6.05 -1.62
15 Cl -1.23 5.56 -1.22
16 H 2.96 5.24 3.69
17 H 2.59 5.16 1.96
18 H 1.57 6.15 3.04
19 H 0.12 5.29 4.35
20 H -0.07 3.56 4.56
21 H -1.97 4.63 3.43
22 H -0.99 5.10 2.07
23 H -2.32 3.05 1.62
24 H -1.70 2.29 3.07
25 H 0.57 2.11 1.98
26 H -0.95 0.21 1.61
27 H 0.19 -1.05 -1.33
28 H 0.77 -1.32 0.30
29 H 1.68 1.64 -0.47
30 H -0.97 2.89 -0.51
31 H 1.85 3.88 -0.15
32 H 0.64 4.79 0.75
33 H 0.44 4.24 -2.24
34 H 1.63 6.57 -0.68
35 H 1.03 6.76 -2.34
36 H 2.37 5.64 -1.99
37 C -2.82 -4.80 -1.23
38 C -1.61 -3.96 -0.80
39 C -0.91 -4.67 0.36
40 C -0.14 -5.92 -0.07
41 C 0.42 -5.81 -1.50
42 C 0.61 -4.38 -1.98
43 N -0.69 -3.70 -1.97
44 O -0.51 -2.32 -2.32
45 C 1.08 -4.41 -3.44
46 C 1.71 -3.67 -1.16
47 C -2.05 -2.59 -0.37
48 H -3.34 -4.30 -2.05
49 H -3.52 -4.93 -0.40
50 H -2.51 -5.79 -1.57
51 H -0.23 -3.97 0.85
52 H -1.66 -4.93 1.12
53 H 0.69 -6.08 0.64
54 H -0.78 -6.80 0.02
55 H 1.38 -6.34 -1.55
56 H -0.25 -6.32 -2.20
57 H 0.30 -4.84 -4.07
58 H 1.99 -5.02 -3.54
59 H 1.29 -3.40 -3.79
60 H 2.66 -4.20 -1.25
61 H 1.47 -3.61 -0.09
62 H 1.83 -2.65 -1.54
63 H -2.63 -2.54 0.56
64 H -2.60 -2.08 -1.15
65 H -1.10 -2.10 -0.32


Number 1: LUMO energy 2.116 eV, frontier orbital gap 6.6 eV, energy -67717.600 eV. Number 2: LUMO energy 2.520 eV, frontier orbital gap 9.5 eV, energy -35926.544 eV. Number 3: LUMO energy 0.800 eV, frontier orbital gap 10.8 eV, energy -8808.629 eV. Number 4: LUMO energy -0.048 eV, frontier orbital gap 5.0 eV, energy -42909.679 eV.